Record 1
92
Properties=species:S:1:pos:R:3:mulliken_charge:R:1 method="wB97M-V/def2-TZVPD" e_tot_ev=-143534.822 charge=+1 lumo_energy_ev=-2.9778 gap_ev=7.7
Cl 7.22992 1.32083 2.51068 -0.087
Cl 6.26144 3.40155 5.00530 -0.172
Cl -3.66359 1.51673 -1.83414 -0.214
S 2.33492 -3.35253 -1.25218 -0.239
F -2.47648 -4.03921 -5.99060 -0.288
F -0.92603 2.00390 -3.26157 -0.331
F -1.91727 -0.28414 -6.18383 -0.322
F -2.07857 -0.38360 -4.04412 -0.283
F -2.91811 -2.75918 -2.79466 -0.135
F -3.88194 -4.37195 -3.82617 -0.325
F -0.88133 -4.24655 -2.27429 -0.151
F 1.00597 -0.59026 -5.76139 -0.274
F -3.53742 -2.29808 -5.35431 -0.278
F -0.90981 -5.22922 -4.19463 -0.244
F -0.12951 1.20685 -5.76755 -0.283
F 0.79681 2.12489 -2.01730 -0.265
F -0.13127 -2.71009 -4.51283 -0.261
F -2.30523 -5.79490 -2.67143 -0.274
F 1.61990 1.50439 -4.16825 -0.305
F 1.62709 -0.42380 -3.30793 -0.199
F -0.78960 -2.42048 -6.54614 -0.316
O -2.90025 0.60528 0.84988 0.230
O -5.20548 2.76164 0.91801 -0.560
O 1.52523 2.45103 1.66341 -0.491
O -2.79119 3.91734 -1.73668 -0.493
O -1.29255 -2.27537 2.99032 -0.702
N -1.22405 -1.01523 0.87726 1.240
N -0.76581 0.52844 -1.54262 0.891
N -3.36253 -2.25200 1.70176 -0.473
N 0.86419 -1.04943 -0.75467 -0.446
N 2.63280 1.52233 3.45784 -0.304
C -0.81933 1.24057 -0.20502 -0.471
C 1.43606 -2.11991 -0.94440 0.507
C -1.14540 -2.24895 -5.27162 0.657
C 0.08160 0.08190 -5.07577 0.324
C -0.85591 0.92008 2.25837 -1.160
C -1.52663 -1.53308 -0.46862 -1.996
C -3.58279 1.27698 1.90100 -0.538
C 3.63294 0.54081 3.11506 0.514
C -0.44863 -0.92803 -1.40383 0.070
C 5.44264 -0.88998 3.83630 -0.483
C -0.01580 1.25856 -2.60382 1.554
C 0.79302 0.53181 -3.73016 0.448
C -1.49503 0.41078 0.96552 -0.748
C -1.27221 -0.69332 -5.08413 0.709
C -2.71920 -3.72795 -3.70888 0.512
C 4.44092 0.01968 4.12464 -0.302
C -1.43992 2.63207 -0.31346 -1.806
C 7.45203 3.08885 2.56707 -0.516
C -5.85452 1.56956 2.88582 -1.507
C -5.05469 1.49342 1.56605 0.117
C -1.66721 -4.77236 -3.21891 0.695
C 3.85046 0.11662 1.80711 -0.401
C 7.70295 3.57889 3.96958 -0.444
C -2.47136 -3.05267 -5.08298 0.499
C -2.59654 2.84398 -1.28637 0.451
C 5.66033 -1.32832 2.52669 -0.963
C 0.58901 0.40585 2.44825 -0.484
C 1.59478 1.56063 2.46465 -0.280
C 4.84562 -0.81719 1.52596 -0.496
B -1.97304 -1.84851 1.86299 0.567
H -5.79589 2.58015 3.29357 0.366
H -3.53853 -3.14420 2.14990 0.211
H -1.40327 0.63440 3.15619 0.766
H -3.97804 -1.57660 2.14463 0.167
H -0.68159 3.34941 -0.62851 0.733
H -0.49370 -1.45046 -2.35794 0.230
H -1.39589 -2.61299 -0.43680 1.258
H -6.90913 1.35194 2.71963 0.375
H 0.21149 1.35565 0.13967 0.353
H 6.44394 -2.02608 2.26619 0.418
H 7.95316 4.63826 3.95028 0.318
H -3.55481 0.65244 2.80168 0.326
H 0.90658 -0.29784 1.67894 0.047
H -5.47824 0.89230 3.65570 0.372
H 4.99062 -1.14270 0.50253 0.420
H -1.75073 3.00219 0.66233 0.607
H -2.54439 -1.31803 -0.81137 -0.031
H -0.79756 2.00995 2.30437 0.277
H 4.31331 0.31143 5.16115 0.370
H 8.30627 3.32746 1.93518 0.349
H -0.36672 -2.45073 2.78166 0.294
H -1.76213 0.53440 -1.84692 0.067
H 6.56557 3.54957 2.13770 0.295
H 6.09231 -1.26870 4.61496 0.385
H 8.52079 3.03835 4.43911 0.314
H -5.46655 0.67583 0.97036 0.407
H -3.17852 2.25291 2.19095 0.181
H 0.68502 -0.11942 3.40096 1.126
H 2.19648 1.15589 4.30122 0.397
H -5.76510 2.61507 0.15113 0.372
H 3.28085 0.50017 0.96731 0.555


Record 2
139
Properties=species:S:1:pos:R:3:mulliken_charge:R:1 method="wB97M-V/def2-TZVPD" e_tot_ev=-4698247.276 charge=-1 lumo_energy_ev=0.4525 gap_ev=6.5
Br 3.81923 -1.56804 1.89994 0.082
Br -3.27343 -4.30079 4.16826 -0.001
Br 3.50825 3.52946 -11.03422 -0.040
Br 9.14615 -1.18247 -0.52520 -0.051
Br -5.96154 -7.79190 8.24712 -0.025
Br -0.24452 7.52709 -11.36036 -0.021
Br 1.39259 -1.32343 8.71614 -0.032
Br 2.81852 7.41341 3.82154 0.010
Br -2.06320 -7.21881 3.59402 0.059
Br -2.27315 0.48120 4.05611 0.101
Br 0.22702 0.99516 6.79032 -0.006
Br -5.32264 -1.01565 -5.69577 -0.137
Br 9.47570 1.48149 3.39111 -0.012
Br -6.10647 -10.88673 9.09482 -0.031
Br 6.44334 -2.91374 -0.56406 0.009
Br 0.10931 3.45054 0.09916 0.034
Br -0.44281 -3.88108 1.70951 0.105
Br -4.57695 -6.16156 1.89897 -0.013
Br -6.18706 4.25932 4.63505 0.061
Br 5.00003 0.14500 -2.09242 0.062
Br -3.18836 3.01302 5.80429 0.021
Br -11.44677 3.14970 3.90111 0.017
Br -7.08315 2.83864 1.11027 -0.041
Br -7.73791 -8.68443 10.76806 -0.030
Br -0.54600 -10.42769 5.59920 -0.028
Br 0.82641 4.06426 3.17076 0.081
Br 4.51191 -1.50074 5.02512 0.028
Br -8.89140 5.55728 5.78007 -0.022
Br 3.90936 1.18161 -4.91543 0.200
Br 0.40561 3.29698 -11.83817 -0.044
Br 4.07250 1.97075 6.93861 0.160
Br 4.79934 9.25584 5.55753 -0.026
Br 3.49242 5.76395 10.75530 -0.037
Br 5.20253 -0.73666 8.25101 -0.074
Br 4.21569 1.67430 10.13291 -0.055
Br 8.13171 -2.51932 -3.26474 -0.024
Br 7.03762 3.57209 3.27916 -0.031
Br -6.32579 1.60486 -4.13176 -0.127
Br 7.26713 1.24766 1.07113 0.121
Br 3.07008 5.63947 7.57433 0.012
Br -3.62258 -9.67615 6.12871 0.077
Br 4.86452 -5.37469 -2.90101 0.017
Br -4.78925 3.51565 -1.03122 0.049
Br -3.24341 0.71707 -3.96872 0.248
Br -3.15234 5.14125 -4.86394 -0.035
Br -14.56758 3.78387 3.48680 -0.042
Br 0.01949 4.68243 -5.02916 0.114
Br 0.60979 7.61880 -8.26487 0.014
Br 6.87378 -1.33609 2.84540 0.002
Br -1.15757 7.13933 -3.32939 -0.051
Br 5.89764 6.59939 4.11625 0.006
Br -0.12050 6.44749 1.23579 -0.036
Br -2.88106 -12.16077 4.23484 -0.015
Br 6.03624 5.59616 8.80118 -0.030
Br -5.25377 0.48235 -0.08337 0.011
Br 2.85577 7.75942 -10.55694 -0.023
Br -7.58453 3.01430 7.24412 -0.024
Br 7.05215 1.38462 -4.23499 -0.093
Br -0.94010 -3.56207 -1.44830 0.237
Br -12.74461 5.77307 5.22913 -0.043
Br -3.15644 3.21806 2.60802 0.034
Br 1.26216 3.39043 -8.74769 0.157
Br 0.65849 -1.97398 5.66316 -0.023
Br 0.29449 -6.28896 -0.28593 -0.047
Br 2.59035 -5.60311 -5.15152 0.016
Br 3.63348 -8.24578 -3.64540 -0.048
S -0.78572 -2.84874 -6.01331 1.012
P 0.29431 0.82257 -4.35556 0.489
F -2.97410 -5.13220 -5.18761 -0.187
F -1.93290 -2.72689 -3.60903 -0.173
F -4.05644 -3.62258 -6.54984 -0.188
F -2.96226 -1.43362 -5.14968 -0.099
F -4.46354 -3.67753 -4.32407 -0.212
O -0.24421 -4.26764 -6.02379 -0.681
O -1.06329 -2.50909 -7.45753 -0.597
O 2.28733 0.70386 -6.97558 -0.599
O 0.72375 -0.22784 -8.30939 -0.659
N 0.32215 -1.73283 -5.33884 0.303
N -0.93555 1.88435 -4.25470 -0.662
C 1.76597 2.83910 -10.53230 -0.345
C -7.24841 4.62339 6.21523 -0.376
C 1.72781 -2.21431 -5.37994 -0.468
C 7.61742 1.75708 2.90846 -0.302
C 1.05540 0.05732 -7.11309 0.090
C 1.11468 7.06966 -10.05520 0.513
C -5.07859 0.11766 -4.14165 -0.248
C -2.35683 -11.10008 5.77110 -0.366
C 1.90361 -3.13172 -4.05310 0.059
C -6.08087 2.20286 -0.42456 -0.343
C 4.09684 -6.47884 -4.29762 -0.437
C 0.15979 -4.36652 -0.06971 -0.270
C 4.63010 8.06569 4.03617 -0.461
C -2.34710 -2.70647 -4.97296 0.559
C 2.39050 -2.41696 -2.90152 -0.788
C 5.02078 1.18594 8.43737 -0.389
C 8.20601 -2.67365 -1.33406 -0.378
C -7.04960 -9.19391 9.02866 -0.328
C -3.45091 -3.81516 -5.31307 0.196
C -3.65730 -6.11606 3.60511 -0.325
C -12.79647 4.53230 3.73834 -0.317
C 0.81011 4.75048 1.35411 -0.429
C -1.40532 5.98359 -4.86883 -0.282
C 0.14662 -0.33405 -5.84815 0.110
C 5.11568 -2.03644 3.26423 -0.501
C 5.24522 1.42493 -3.52763 -0.393
C 1.27838 -0.62507 6.91051 0.309
C 4.18084 5.10010 9.06839 0.640
C -2.33840 2.41092 4.16956 0.208
H 4.86211 -6.61133 -5.05960 0.400
H -6.79281 2.05840 -1.23470 0.260
H 4.14527 4.01298 9.11565 -0.663
H 2.51512 -1.39807 -5.29137 0.161
H -12.56161 5.10232 2.84194 0.370
H 1.84546 4.93474 1.07420 0.375
H -6.66217 5.28790 6.84652 0.347
H 1.19329 5.98300 -10.04429 -0.541
H 1.84422 1.75274 -10.52011 0.305
H -2.37011 -11.76185 6.63447 0.346
H -5.30029 -0.48952 -3.26612 0.317
H 0.24368 0.03565 -3.16229 -0.095
H 4.86772 8.64839 3.14867 0.419
H 5.09228 2.41547 -3.10305 0.350
H 1.70109 -4.26605 -4.04420 0.613
H -7.90783 -9.33288 8.37467 0.381
H -1.30664 2.75433 4.19681 -0.296
H -1.43390 1.69430 -3.36290 0.071
H 5.19712 -3.12155 3.26686 0.400
H -1.36010 6.61710 -5.75237 0.178
H -4.33396 -6.54201 4.34323 0.272
H 2.29192 -0.35922 6.61422 -0.348
H 7.02373 1.09836 3.53962 0.208
H 1.94318 -2.83584 -6.32278 0.423
H 8.77733 -3.57132 -1.10778 0.420
H -0.94698 -0.25456 -6.20365 0.405
H 1.82178 -2.38486 -1.90858 -0.033
H 1.16366 -3.96217 -0.18682 0.156
H 3.38091 -1.86351 -3.06846 -0.054
H 6.02596 1.60251 8.43080 0.481
H 1.52919 1.57082 -4.38324 -0.042


Record 3
69
Properties=species:S:1:pos:R:3:nbo_charge:R:1 method="wB97M-V/def2-TZVPD" multiplicity=3 e_tot_ev=-177593.612 de_lowest_kj_mol=73.79 charge=-1 lumo_energy_ev="2.2678 / 2.6863" gap_ev="7.6 / 7.5"
Br 2.16429 -2.14244 -1.15804 -0.461
Mn 0.11837 -1.04783 -1.05815 0.473
S -1.00781 -3.13145 -2.73245 -0.537
S -0.95752 0.37662 -2.44707 -0.468
P -1.39173 -1.32620 -3.39585 1.578
Si 0.92198 0.54622 0.47300 1.272
F 0.09632 -3.22045 5.91676 -0.346
O -2.99977 -1.34242 -3.69500 -0.831
O -0.74291 -1.07186 -4.87812 -0.824
C -0.81168 -2.08802 0.50372 -0.690
C -0.88956 4.08210 1.91632 -0.244
C -2.68228 2.59891 1.37403 -0.214
C 2.64924 -0.99794 2.25224 -0.211
C 0.12624 -3.52102 2.30909 -0.205
C -3.68776 -0.16356 -4.05606 -0.062
C 3.10243 3.19943 -1.98433 -0.236
C -2.24823 3.82063 1.85864 -0.228
C -0.39062 1.89070 1.01187 -0.485
C 0.02173 3.12828 1.49601 -0.142
C -1.75888 1.65370 0.96044 -0.216
C -0.49784 -2.33232 1.91553 0.052
C -1.88038 -2.51547 -6.48155 -0.637
C -0.07441 -2.91049 4.59914 0.371
C 3.30501 -1.29099 3.43479 -0.209
C 4.17425 3.58212 -1.19641 -0.231
C -0.58306 -2.14967 -5.77816 -0.067
C 1.46509 0.75718 3.33683 -0.159
C -0.66303 -1.70848 4.25265 -0.270
C 1.72568 0.04110 2.17373 -0.487
C -0.87392 -1.43035 2.91722 -0.211
C -4.47535 0.36515 -2.86880 -0.631
C 4.31735 3.04002 0.06930 -0.210
C 2.29304 1.75031 -0.22187 -0.468
C 3.39020 2.13050 0.54717 -0.223
C 0.32170 -3.82372 3.64123 -0.286
C 2.17441 2.29697 -1.49652 -0.141
C 3.05845 -0.54339 4.57386 -0.227
C 2.11853 0.47087 4.52221 -0.245
H 3.60061 -0.73836 5.48973 0.200
H -1.33598 -0.49702 2.63619 0.219
H 1.07696 3.35018 1.54883 0.205
H 1.33327 2.01579 -2.11639 0.200
H -0.53955 5.02932 2.30662 0.200
H 0.76123 -4.76031 3.94710 0.217
H -2.31523 -1.63580 -6.95428 0.202
H 0.45144 -4.22238 1.55633 0.214
H -2.96575 4.56849 2.17070 0.200
H -0.95482 -1.00923 5.02074 0.220
H 4.01731 -2.10455 3.46172 0.201
H -3.79261 0.67594 -2.07963 0.228
H 5.15775 3.33022 0.68600 0.198
H -1.68163 -3.26989 -7.23958 0.204
H 0.17165 -1.81414 -6.49585 0.179
H -2.10557 0.70056 0.58417 0.204
H -1.78864 -1.56957 0.42649 0.197
H 2.86917 -1.58079 1.37299 0.235
H 3.50857 1.70878 1.53480 0.218
H -5.07686 1.21795 -3.17219 0.202
H 0.74954 1.56489 3.31235 0.202
H -4.35883 -0.43464 -4.87952 0.175
H -0.19757 -3.02437 -5.23731 0.202
H 4.89770 4.29475 -1.56997 0.198
H -3.74230 2.38029 1.32487 0.201
H -5.12301 -0.41843 -2.47925 0.208
H -0.86317 -3.06159 -0.01444 0.219
H -2.97893 0.59328 -4.41657 0.185
H -2.59431 -2.91745 -5.76488 0.224
H 1.89868 1.04565 5.41257 0.198
H 2.99334 3.60966 -2.97975 0.200


Record 4
78
Properties=species:S:1:pos:R:3:mulliken_charge:R:1 method="wB97M-V/def2-TZVPD" e_tot_ev=-72605.208 de_lowest_kj_mol=111.68 lumo_energy_ev="-1.4198 / -1.4385" gap_ev="5.6 / 5.6"
Cd -0.36073 0.09080 -0.72240 2.566
S -1.04114 -1.11607 -2.97787 -0.519
O 1.64298 -0.72961 -1.44936 -0.278
O 5.14534 3.89929 -1.07646 -0.636
O 5.05910 2.03251 -2.26323 -0.566
O 0.35714 -0.83452 1.73491 -0.192
O 3.59944 -0.10037 -2.28506 -0.905
N -2.48305 -0.19427 1.57987 -1.139
N 1.54690 1.39023 0.17614 -0.012
N 0.03953 -4.76375 -3.43127 -0.926
N 0.09438 -3.34028 -1.75734 0.900
N -2.50773 -1.85573 -0.08011 -0.119
N -0.46107 -3.57189 -3.81731 0.261
N -1.86492 0.57428 0.74245 0.611
N 0.35102 -2.94570 -0.46030 -0.313
N 1.69609 2.54855 0.81355 0.105
N 1.37177 -1.05947 3.72253 0.138
N -0.84627 2.25072 -1.15292 -0.199
C 2.54178 1.29697 -0.69178 -0.441
C 0.40030 2.77303 -3.14768 -0.080
C 2.77520 3.21821 0.37528 -0.699
C -3.79210 -3.56024 1.70965 -0.293
C 1.72024 0.34790 3.68746 -0.781
C -1.31678 2.76620 -0.03304 0.526
C -3.62188 -3.92051 0.37544 -0.939
C 3.37340 2.44435 -0.60466 0.269
C -1.79663 1.88240 1.00845 0.743
C 1.85305 -1.89215 4.80044 -1.067
C -0.70140 2.98778 -2.31247 -0.387
C -1.33432 4.16494 0.26324 -0.528
C -1.77803 4.63406 1.46112 -0.750
C 0.63499 -1.53736 2.69922 0.423
C -3.35367 -2.32491 2.12324 -0.539
C 0.50497 3.43314 -4.35558 -0.843
C -1.69715 3.87756 -2.73818 -0.317
C -2.96603 -3.03488 -0.46248 -0.176
C 2.61203 0.06198 -1.55771 0.386
C 0.36493 -4.61689 -2.18796 1.076
C -1.59475 4.51789 -3.95604 -0.719
C 0.94793 -5.64528 -1.30422 -1.225
C -2.73981 -1.46703 1.18705 -0.080
C -2.23942 3.75746 2.46627 -0.819
C -2.24171 2.41608 2.24102 -0.418
C -0.49369 4.30188 -4.76984 -0.506
C 4.60500 2.85119 -1.34174 0.423
C -0.43542 -2.65597 -2.82295 0.103
C 0.15497 -2.96407 2.80494 -1.159
H -3.48454 -1.98409 3.13792 0.480
H -4.27546 -4.23494 2.40215 0.420
H 0.40815 -5.65955 -0.35989 0.259
H 1.24336 -2.44462 -0.42445 0.417
H -2.56244 1.70753 2.98933 0.479
H -0.36356 -2.27858 -0.14962 -1.008
H -0.93596 4.84434 -0.47654 0.563
H 4.53651 1.16270 -2.33282 0.424
H 0.98648 -3.64893 2.66168 0.412
H -0.42186 4.80051 -5.72467 0.390
H 2.27103 -2.82288 4.41429 0.351
H -2.38615 5.18410 -4.27184 0.375
H 1.36783 3.26670 -4.98449 0.443
H 0.82559 0.91909 3.43179 0.135
H 2.48030 0.54180 2.92681 0.250
H -0.29978 -3.15731 3.77301 0.404
H 0.89546 -6.61226 -1.79427 0.367
H 2.09176 0.66909 4.65673 0.461
H 2.64104 -1.37288 5.34105 0.409
H 1.17477 2.08536 -2.83941 0.430
H -2.56962 4.01834 -2.11522 0.519
H 1.05602 -2.13394 5.50908 0.297
H -2.56771 4.15623 3.41181 0.407
H -2.80605 -3.28253 -1.50473 0.478
H -0.57885 -3.13574 2.02265 -0.073
H 1.98870 -5.41360 -1.08469 0.274
H -0.76589 -3.40636 -4.76182 0.189
H -1.76794 5.69691 1.65385 0.421
H 3.06086 4.17930 0.75165 0.560
H 1.03056 2.82855 1.52242 0.059
H -3.99741 -4.86075 0.00593 0.444